# 1
CaH10N3O14 | ωB97M-V with the def2-TZVPD basis set

The geometry in XYZ format:
```
28
CaH10N3O14 (ωB97M-V with the def2-TZVPD basis set)
O 0.394 -3.128 -2.934
H 1.948 -2.632 0.554
H -1.848 -0.257 -2.566
N 2.519 2.265 1.246
O 2.083 1.176 0.953
H -0.707 -0.389 3.197
H 2.461 -0.532 -1.638
H 0.920 -2.332 1.624
O -2.251 -0.910 0.503
O -2.149 3.476 1.278
H 1.506 0.088 -2.636
O 2.578 2.596 2.406
O -0.219 -0.009 2.468
H -2.953 -0.749 1.133
O 2.984 3.017 0.397
O -0.730 -2.478 -1.297
H -2.567 -1.643 -0.026
N -1.127 2.904 1.258
H -1.010 0.984 -2.786
O -1.680 -2.590 -3.160
O -0.423 3.040 2.231
O 1.385 -1.934 0.887
Ca -0.012 -0.243 0.042
O -0.915 2.098 0.347
N -0.673 -2.745 -2.460
O 1.567 -0.201 -1.725
H 0.158 0.796 2.825
O -1.237 0.332 -2.123
```

Properties
Energy relative to the best compared isomer or geometry (same formula, charge and spin) in kcal/mol: 0.00
LUMO level (alpha / beta) in hartree: -0.0211 / -0.1802
Multiplicity: 2
Calculated total energy in hartree: -1900.947506
<S²>: 0.76
Frontier orbital gap (alpha / beta) in eV: 8.076 / 3.746

Here are the natural (NBO) charges for atoms 1 to 2, given in e: O -0.52; H 0.51


# 2
C5H8O2 | ωB97M-V with the def2-TZVPD basis set

The geometry in XYZ format:
```
15
C5H8O2 (ωB97M-V with the def2-TZVPD basis set)
H -2.737 1.395 0.705
H 3.112 -0.025 -0.862
H -0.917 -1.162 0.965
O 1.536 -0.845 1.206
H 2.313 -1.354 0.935
H 2.064 1.480 -1.165
C 1.433 0.255 0.410
H -0.598 -0.764 -1.732
O -1.558 0.908 -0.936
C -1.694 -0.656 0.383
H 0.565 0.853 0.694
H -2.666 -1.138 0.533
C 2.249 0.579 -0.592
C -1.336 -0.390 -1.029
C -1.827 0.859 0.431
```

Properties
Energy relative to the best compared isomer or geometry (same formula, charge and spin) in kcal/mol: 125.32
LUMO level (alpha / beta) in hartree: 0.0281 / 0.0165
Multiplicity: 1
Calculated total energy in hartree: -345.605248
Frontier orbital gap (alpha / beta) in eV: 8.753 / 8.022

Here are the natural (NBO) charges for atoms 1 to 2, given in e: H 0.16; H 0.19


# 3
C19H26F7N3O10S | ωB97M-V with the def2-TZVPD basis set

The geometry in XYZ format:
```
66
C19H26F7N3O10S (ωB97M-V with the def2-TZVPD basis set)
H 5.123 3.435 3.301
H 4.788 5.252 6.084
H -4.068 -3.020 -5.347
H 6.474 6.355 2.955
C 3.045 -0.877 3.771
H 1.712 -2.445 -4.098
C 0.897 -0.669 -1.807
C 1.557 -0.227 3.952
O -3.516 -0.524 -2.830
F 5.404 -0.704 2.926
H -6.786 -3.703 -2.938
H 4.186 -1.414 -1.884
O 1.311 0.179 -2.935
C 5.144 5.917 5.280
C -4.011 -5.096 -3.600
H -5.770 2.793 -1.439
N -4.989 -4.164 -3.874
C 4.395 4.070 3.815
F 3.718 -0.755 5.119
C -4.986 0.291 -0.583
C -3.749 0.664 -2.650
C -6.394 -4.434 -3.652
F 1.486 0.781 5.077
H -4.415 -6.041 -3.203
C 0.162 0.013 -0.484
C 1.118 -2.168 -1.802
H 3.499 4.176 3.196
H 4.121 3.605 4.766
H -3.927 -2.385 -3.691
S 0.786 0.498 2.415
O -0.672 0.945 2.824
C -4.691 2.611 -1.448
C -4.600 -2.872 -4.403
H -6.543 -5.441 -3.253
C 0.579 -0.680 0.977
O 3.348 -2.904 -2.769
C 1.888 -2.951 -3.055
O 5.628 7.014 5.526
H 1.187 1.121 -2.603
O -2.808 -4.934 -3.763
O 3.794 -1.680 -2.783
C 0.739 -2.159 0.996
H -5.666 -0.420 -1.062
O -0.719 1.041 -0.558
H -4.254 2.949 -0.504
H 4.858 7.093 2.850
N 4.979 5.378 4.021
N -4.458 1.189 -1.589
O 1.470 1.782 1.871
O -0.053 -4.179 -0.541
H -5.479 -2.243 -4.570
H 1.606 -4.111 -3.059
C 4.030 -0.112 2.710
H -4.158 -0.265 -0.132
F 0.651 -1.349 4.403
H -5.520 0.848 0.190
H -3.394 1.434 -3.354
H -6.927 -4.341 -4.602
H 5.211 5.592 1.945
F 3.036 -2.360 3.495
F 4.207 1.355 2.989
C 0.538 -2.968 -0.454
F 3.719 -0.393 1.269
C 5.404 6.145 2.868
H -4.240 3.168 -2.273
H 0.993 -2.706 1.998
```

Properties
SMILES: O=C1C=C(S(=O)(=O)C(F)(F)C(F)(F)C(F)(F)F)C(=O)C(O)=C1COO.CN(C)C=O.CN(C)C=O.CN(C)C=O
LUMO level in hartree: -0.0966
Multiplicity: 1
Calculated total energy in hartree: -2752.882818
Frontier orbital gap in eV: 6.213

Here are the natural (NBO) charges for atoms 1 to 2, given in e: H 0.19; H 0.11


# 4
C3H11NO2 | ωB97M-V with the def2-TZVPD basis set

The geometry in XYZ format:
```
17
C3H11NO2 (ωB97M-V with the def2-TZVPD basis set)
O 1.907 -0.184 4.068
N -1.593 1.557 -1.289
H 1.980 -1.363 0.475
H 2.815 -0.234 3.751
O 1.141 -1.114 0.869
H -1.353 -0.852 0.014
H -1.892 -0.276 -2.388
H -0.323 -1.566 -1.249
H -2.060 1.445 -0.400
C 0.603 -0.070 -0.015
H 1.383 0.096 -0.736
H -0.323 0.456 -2.529
C -1.154 0.310 -1.826
H 1.398 -0.397 3.276
C -0.604 -0.633 -0.757
H 0.284 0.744 0.625
H -2.210 2.082 -1.888
```

Properties
Energy relative to the best compared isomer or geometry (same formula, charge and spin) in kcal/mol: 12.13
SMILES: NCCCO.O
LUMO level in hartree: 0.0285
Multiplicity: 1
Calculated total energy in hartree: -326.112147
Frontier orbital gap in eV: 10.152

Here are the natural (NBO) charges for atoms 1 to 2, given in e: O -0.94; N -0.84


# 5
C5H12O2 | ωB97M-V with the def2-TZVPD basis set

The geometry in XYZ format:
```
19
C5H12O2 (ωB97M-V with the def2-TZVPD basis set)
H -1.769 -0.471 -2.569
H 1.714 0.244 2.768
C 0.668 0.271 2.430
H 2.372 -0.124 0.497
H -1.295 1.088 -1.855
H 0.106 0.980 3.043
H -2.897 -0.194 -0.413
H 0.865 1.395 -1.189
H -1.742 -1.538 -0.284
C 1.101 0.319 -1.216
O 0.602 0.718 1.101
H 0.233 -0.736 2.557
C -1.219 -0.008 -1.741
H 0.956 -1.183 0.325
C -1.832 -0.452 -0.416
O 0.127 -0.415 -1.922
H -1.341 0.053 0.425
H 2.044 0.194 -1.764
C 1.305 -0.141 0.224
```

Properties
Energy relative to the best compared isomer or geometry (same formula, charge and spin) in kcal/mol: 38.90
SMILES: CCOCCOC
LUMO level in hartree: 0.0402
Multiplicity: 1
Calculated total energy in hartree: -348.142823
Frontier orbital gap in eV: 10.766

Here are the natural (NBO) charges for atoms 1 to 2, given in e: H 0.18; H 0.17


# 6
C4H6O2 | ωB97M-V with the def2-TZVPD basis set

The geometry in XYZ format:
```
12
C4H6O2 (ωB97M-V with the def2-TZVPD basis set)
H -2.164 -1.395 -0.159
H -0.376 -0.161 1.432
H -0.935 -1.704 -1.435
C 0.064 -1.073 0.446
C 1.008 1.466 -0.012
C -1.170 -1.148 -0.524
O 0.782 -1.836 1.071
H 1.799 1.321 0.720
O -1.032 0.279 -0.756
C 0.047 0.334 0.089
H 1.468 1.492 -1.012
H 0.509 2.425 0.141
```

Properties
Energy relative to the best compared isomer or geometry (same formula, charge and spin) in kcal/mol: 88.25
LUMO level in hartree: 0.0267
Multiplicity: 1
Calculated total energy in hartree: -306.365654
Frontier orbital gap in eV: 9.591

Here are the natural (NBO) charges for atoms 1 to 2, given in e: H 0.20; H 0.21